28
Properties=species:S:1:pos:R:3:mulliken_charge:R:1 method="wB97M-V/def2-TZVPD" multiplicity=2 largest_force_ha_per_bohr=0.0201 total_charge=-1 homo_lumo_gap_ha="0.1196 / 0.2431" e_lumo_ev="3.5091 / 3.4086" e_homo_ha="0.0093 / -0.1178"
C -1.760 -1.891 -2.360 -1.111
Cu 0.532 1.379 -1.417 -1.115
N -0.661 2.730 -0.209 -0.956
N -0.415 1.626 -3.246 -0.356
H -0.095 3.331 0.397 0.323
H -2.539 -1.372 -1.795 0.279
H -1.603 -2.900 -1.961 0.279
H -0.827 -1.325 -2.309 0.058
H -2.093 -1.957 -3.400 0.407
H 0.125 2.318 -3.776 0.265
H -1.337 2.038 -3.069 0.383
H -0.592 0.841 -3.884 0.458
H -1.283 3.373 -0.707 0.323
H -1.284 2.191 0.413 0.333
C 1.398 -0.024 -0.314 -1.576
C 1.005 -0.455 1.055 1.125
C 0.755 0.498 2.052 -0.445
C 0.651 0.125 3.389 -0.372
C 0.741 -1.219 3.771 -0.490
C 0.837 -2.195 2.766 -0.345
C 0.921 -1.825 1.425 -0.584
H 2.360 0.532 -0.304 0.319
H 1.464 -0.909 -0.961 0.339
H 0.698 1.545 1.765 0.185
H 0.490 0.883 4.153 0.371
H 0.690 -1.504 4.825 0.322
H 0.864 -3.244 3.054 0.331
H 0.959 -2.590 0.646 0.251